[1]
A cluster of 2 separate species, C5H4BNO2 in total at a distorted geometry. Source: the OMol25 dataset; level of theory: ωB97M-V/def2-TZVPD.

Last column: natural (NBO) charge in e.
Element x y z (Å)
B  -1.393  1.041  0.019  1.071
C  1.355  0.705  -0.066  -0.102
C  2.742  0.657  -0.033  0.221
C  0.090  -2.009  0.006  -0.241
C  1.139  -2.512  -0.361  -0.226
C  0.133  0.696  -0.051  -0.181
N  3.887  0.432  0.116  -0.255
O  -2.169  0.093  0.569  -0.861
O  -1.675  2.308  -0.518  -0.879
H  -0.958  -2.029  0.047  0.231
H  2.186  -2.518  -0.413  0.228
H  -2.996  0.287  0.863  0.497
H  -2.341  2.848  -0.179  0.498

Summary:
Relative energy (zero: lowest compared OMol25 entry of this formula, charge and spin): 0.0 kcal per mole
Spin multiplicity: 1
Energy: -422.938154 Eh
Gap between HOMO and LUMO: 9.6049 eV
HOMO level: -0.3563 Ha
LUMO: -0.092 eV


[2]
A structure of composition C5H4BiO4 at a distorted geometry. Source: the OMol25 dataset; level of theory: ωB97M-V/def2-TZVPD.

Last column: Mulliken charge in e.
Element x y z (Å)
C  3.440  -0.049  0.198  -0.698
C  3.700  1.004  -0.398  0.341
H  3.945  1.978  -0.804  0.472
H  2.469  0.568  -0.468  0.434
O  -1.070  -1.897  -0.142  -0.437
C  -0.250  -1.033  0.201  0.776
O  0.550  -1.069  1.172  -0.479
O  -0.447  0.200  -0.378  -0.233
Bi  2.424  -1.714  1.184  1.720
C  -2.776  0.200  0.089  0.433
C  -1.770  0.569  -0.656  -0.076
O  -3.787  0.256  0.778  -0.174
H  -1.951  1.403  -1.348  0.437
H  -4.477  -0.416  0.572  0.486

Summary:
Spin multiplicity: 1
Total charge: +3
Energy: -706.967340 Eh
Gap between HOMO and LUMO: 5.4905 eV
HOMO level: -0.7993 Ha
LUMO: -16.261 eV


[3]
A cluster of 2 separate species, C5H4Cl2FNS in total. Source: the OMol25 dataset; level of theory: ωB97M-V/def2-TZVPD.

Last column: natural (NBO) charge in e.
Element x y z (Å)
C  0.794  -1.150  -1.626  -0.274
C  0.263  -2.132  -0.731  -0.264
C  1.153  -0.079  -0.874  -0.052
C  0.322  -1.610  0.521  -0.066
C  -1.511  2.468  1.098  0.230
N  0.872  -0.355  0.444  -0.494
F  -1.118  3.740  1.252  -0.315
S  1.197  0.634  1.722  0.233
Cl  -1.543  1.958  -0.533  0.049
Cl  -2.824  2.035  2.097  0.050
H  0.883  -1.255  -2.688  0.227
H  -0.107  -3.100  -1.004  0.227
H  1.590  0.861  -1.143  0.226
H  0.027  -2.016  1.466  0.226

Summary:
Relative energy (zero: lowest compared OMol25 entry of this formula, charge and spin): 30.1 kcal per mole
Spin multiplicity: 1
Energy: -1666.005238 Eh
Gap between HOMO and LUMO (alpha / beta): 8.2433 / 6.9421 eV
HOMO level (alpha / beta): -0.3249 / -0.3235 Ha
LUMO (alpha / beta): -0.597 / -1.860 eV


[4]
The ion C5H4Cl3N2O with charge +1 at a distorted geometry. Source: the OMol25 dataset; level of theory: ωB97M-V/def2-TZVPD.

Last column: natural (NBO) charge in e.
Element x y z (Å)
C  0.886  -0.393  -1.405  0.438
C  -0.004  1.494  -0.427  0.294
C  -1.751  -0.261  0.014  0.475
C  -0.878  0.835  0.478  -0.380
C  0.830  -0.626  1.014  0.090
N  0.540  0.838  -1.425  -0.454
N  1.162  -1.060  -0.266  -0.636
O  -1.515  -1.003  -0.893  -0.502
Cl  0.358  3.127  -0.231  0.201
Cl  -3.194  -0.387  0.974  0.050
Cl  1.990  0.208  1.918  0.176
H  1.079  -0.895  -2.344  0.252
H  -1.188  1.366  1.364  0.284
H  0.141  -1.246  1.579  0.253
H  1.543  -1.997  -0.350  0.461

Summary:
Spin multiplicity: 1
Total charge: +1
Energy: -1757.917831 Eh
Gap between HOMO and LUMO (alpha / beta): 8.1181 / 8.1166 eV
HOMO level (alpha / beta): -0.5333 / -0.5333 Ha
LUMO (alpha / beta): -6.393 / -6.394 eV


[5]
A cluster of 2 separate species, C5H4Cl4N2 in total at a distorted geometry. Source: the OMol25 dataset; level of theory: ωB97M-V/def2-TZVPD.

Last column: natural (NBO) charge in e.
Element x y z (Å)
C  1.252  0.935  -0.507  -0.306
C  1.741  -0.155  -1.270  -0.052
C  0.480  0.395  0.549  -0.105
C  0.206  -1.767  1.308  -0.046
C  -2.028  1.176  -0.299  -0.165
N  1.362  -1.281  -0.646  -0.260
N  0.674  -0.935  0.383  -0.189
Cl  0.550  -3.414  1.212  0.081
Cl  -2.590  2.750  -0.871  0.034
Cl  -2.214  0.002  -1.438  0.115
Cl  -2.741  0.693  1.281  -0.012
H  1.319  2.000  -0.890  0.232
H  2.361  -0.111  -2.079  0.209
H  0.239  0.980  1.452  0.255
H  -0.612  -1.268  1.816  0.210

Summary:
Relative energy (zero: lowest compared OMol25 entry of this formula, charge and spin): 55.2 kcal per mole
Spin multiplicity: 1
Energy: -2143.034140 Eh
Gap between HOMO and LUMO (alpha / beta): 8.4233 / 6.0875 eV
HOMO level (alpha / beta): -0.3247 / -0.2742 Ha
LUMO (alpha / beta): -0.413 / -1.373 eV


[6]
The ion C5H4ClO2 with charge -1 at a distorted geometry. Source: the OMol25 dataset; level of theory: ωB97M-V/def2-TZVPD.

Last column: natural (NBO) charge in e.
Element x y z (Å)
C  -0.169  -0.109  0.216  -0.307
C  0.318  1.198  0.451  -0.207
C  -0.317  -2.256  -1.368  0.734
C  0.178  -0.883  -0.845  -0.159
C  -0.014  1.982  1.486  -0.291
O  -1.251  -2.102  -2.201  -0.753
O  0.314  -3.225  -0.953  -0.734
Cl  0.684  3.513  1.924  -0.051
H  -0.823  -0.614  1.046  0.185
H  0.824  1.431  -0.512  0.212
H  0.811  -0.395  -1.607  0.169
H  -0.554  1.460  2.363  0.203

Summary:
Relative energy (zero: lowest compared OMol25 entry of this formula, charge and spin): 0.1 kcal per mole
Spin multiplicity: 1
Total charge: -1
Energy: -803.609923 Eh
Gap between HOMO and LUMO: 7.3789 eV
HOMO level: -0.1598 Ha
LUMO: 3.030 eV


Copy entry 2 word for word.
A structure of composition C5H4BiO4 at a distorted geometry. Source: the OMol25 dataset; level of theory: ωB97M-V/def2-TZVPD.

Last column: Mulliken charge in e.
Element x y z (Å)
C  3.440  -0.049  0.198  -0.698
C  3.700  1.004  -0.398  0.341
H  3.945  1.978  -0.804  0.472
H  2.469  0.568  -0.468  0.434
O  -1.070  -1.897  -0.142  -0.437
C  -0.250  -1.033  0.201  0.776
O  0.550  -1.069  1.172  -0.479
O  -0.447  0.200  -0.378  -0.233
Bi  2.424  -1.714  1.184  1.720
C  -2.776  0.200  0.089  0.433
C  -1.770  0.569  -0.656  -0.076
O  -3.787  0.256  0.778  -0.174
H  -1.951  1.403  -1.348  0.437
H  -4.477  -0.416  0.572  0.486

Summary:
Spin multiplicity: 1
Total charge: +3
Energy: -706.967340 Eh
Gap between HOMO and LUMO: 5.4905 eV
HOMO level: -0.7993 Ha
LUMO: -16.261 eV